#1
Below is C6H12 as an isolated structure, with properties calculated with the ωB97M-V functional and the def2-TZVPD basis.

Last column: Mulliken charge in e.
Positions of all 18 atoms, in Å:
C1 -1.48361 -1.27476 -0.04663  -0.9977
C2 -0.68906 -0.00451 -0.10478  0.4366
C3 -1.45381 1.28014 0.01569  -0.8651
C4 0.64442 -0.00833 -0.07088  0.8173
C5 1.48863 -1.26524 0.01399  -1.5136
C6 1.42666 1.27995 -0.04874  -0.9230
H1 -1.73678 -1.53391 1.19185  0.2196
H2 -2.55215 -1.12904 -0.64599  0.3125
H3 -0.86082 -2.27346 -0.56487  0.2114
H4 -2.49556 1.13922 -0.92982  0.2103
H5 -0.51550 2.42256 -0.30349  0.2464
H6 -1.86659 1.30790 1.44661  0.1996
H7 1.32349 -1.91898 -0.85723  0.3575
H8 2.56194 -1.04014 0.04058  0.3645
H9 1.29896 -1.92530 0.89765  0.3095
H10 2.53387 1.15819 -0.86482  0.2876
H11 0.56629 2.31040 -0.46169  0.1127
H12 1.80961 1.47530 1.29256  0.2137

## Properties
**LUMO energy**: 0.409 eV
**Gap between HOMO and LUMO**: 9.0 eV
**M**: 84.2 g mol⁻¹

---

#2
Below is a 2-piece molecular cluster, C6H12 overall, with properties calculated with the ωB97M-V functional and the def2-TZVPD basis.

Last column: Mulliken charge in e.
Positions of all 18 atoms, in Å:
C1 -2.48610 -0.13602 0.82917  -0.9684
C2 -2.77445 1.22072 0.39120  0.0977
C3 -2.12603 1.89593 -0.58041  -0.7482
H1 -1.62843 -0.14319 1.58934  0.1907
H2 -2.14342 -0.72369 -0.03232  0.3402
H3 -3.43493 -0.58767 1.36617  0.3036
H4 -3.47070 1.68803 1.04111  0.3173
H5 -2.19714 3.00382 -0.59940  0.2323
H6 -1.82268 1.41164 -1.52216  0.2756
C4 3.58812 -1.10958 -0.28735  -0.9811
C5 2.11623 -1.21009 -0.40170  0.0427
C6 1.23966 -0.19127 -0.19725  -0.5132
H7 3.98337 -1.30467 -1.28444  0.2731
H8 3.95861 -1.92027 0.34487  0.2742
H9 3.80360 -0.14755 0.15667  0.3225
H10 1.69449 -2.20451 -0.50062  0.3324
H11 0.16048 -0.40924 0.19099  -0.0164
H12 1.53931 0.86760 -0.50386  0.2252

## Properties
**LUMO energy**: 1.121 eV
**Gap between HOMO and LUMO**: 10.1 eV
**Structure (SMILES)**: C=CC.C=CC
**M**: 84.2 g mol⁻¹

---

It comes down to #2, which is 5.984 eV more stable than the next structure.

---

#1
Below is an isolated molecule of C6H12, with properties calculated with the ωB97M-V functional and the def2-TZVPD basis.

Last column: Mulliken charge in e.
Positions of all 18 atoms, in Å:
C1 -1.85805 -0.11337 -0.01257  -1.4915
C2 -0.53307 -0.57090 0.47043  0.4033
C3 0.41460 -1.48060 -0.37142  -0.7656
C4 1.54177 -0.62449 0.06538  -0.5411
C5 0.61962 0.52723 0.59412  0.1841
C6 0.41504 1.76071 -0.26510  -1.5202
H1 -2.48115 0.37663 0.69214  0.3445
H2 -1.66505 0.53773 -0.91285  0.3309
H3 -2.53310 -0.91413 -0.38353  0.3490
H4 -0.66615 -1.11157 1.46335  0.2499
H5 0.07689 -1.45493 -1.46774  0.2365
H6 0.44618 -2.53302 -0.12528  0.3129
H7 2.09990 -1.17755 0.84225  0.2419
H8 2.23809 -0.34968 -0.79432  0.2909
H9 0.73348 0.84453 1.65228  0.3282
H10 0.46248 1.53352 -1.35620  0.3624
H11 1.25444 2.47169 0.01516  0.3583
H12 -0.56593 2.27820 -0.10611  0.3255

## Properties
**LUMO energy**: 1.198 eV
**Gap between HOMO and LUMO**: 11.2 eV
**Structure (SMILES)**: C[C@@H]1CC[C@@H]1C
**M**: 84.2 g mol⁻¹

---

#2
Below is an isolated molecule of C6H12, with properties calculated with the ωB97M-V functional and the def2-TZVPD basis.

Last column: Mulliken charge in e.
Positions of all 18 atoms, in Å:
C1 0.98123 0.20680 -0.50828  -0.5694
C2 0.10712 1.03273 0.41300  -0.6920
C3 0.18082 -0.21232 -1.81681  -0.5409
C4 -0.92456 -1.22436 -1.55229  -1.0646
C5 -0.26989 0.18877 1.66909  -0.0765
C6 0.12374 0.48560 2.89383  -0.7602
H1 1.35551 -0.70092 -0.03346  0.3894
H2 1.84492 0.79186 -0.82691  0.2953
H3 0.64126 1.91884 0.75758  0.3462
H4 -0.81593 1.36883 -0.06295  0.3496
H5 -0.23449 0.67803 -2.29457  0.3229
H6 0.91182 -0.64171 -2.50607  0.3413
H7 -0.86740 -0.69423 1.48253  0.2399
H8 -1.36978 -1.55456 -2.49005  0.3523
H9 -0.52723 -2.09967 -1.04094  0.2873
H10 -1.71102 -0.79532 -0.93546  0.2635
H11 -0.18602 -0.08318 3.75658  0.2626
H12 0.75990 1.33481 3.09516  0.2533

## Properties
**LUMO energy**: 1.256 eV
**Gap between HOMO and LUMO**: 10.9 eV
**Structure (SMILES)**: C=CCCCC
**M**: 84.2 g mol⁻¹

---

#3
Below is an isolated molecule of C6H12, with properties calculated with the ωB97M-V functional and the def2-TZVPD basis.

Last column: Mulliken charge in e.
Positions of all 18 atoms, in Å:
C1 -1.82964 0.54831 1.06469  -1.1369
C2 -1.39120 -0.78297 0.44341  -0.3009
C3 0.12805 -1.01142 0.32924  -0.9037
C4 0.86831 -0.39290 -0.84491  0.1233
C5 2.17854 0.30766 -0.62490  -0.7323
C6 0.97425 1.09460 -1.05531  -0.4673
H1 -1.59550 1.41321 0.43792  0.2758
H2 -1.35192 0.70033 2.04394  0.2941
H3 -2.91685 0.55914 1.21571  0.3455
H4 -1.78908 -1.57259 1.09082  0.3080
H5 -1.87862 -0.92638 -0.53077  0.2872
H6 0.30365 -2.09368 0.25997  0.3227
H7 0.59386 -0.66896 1.26643  0.2537
H8 0.83128 -0.98484 -1.76303  0.3766
H9 2.49640 0.49214 0.39958  0.2338
H10 2.97541 0.14549 -1.34347  0.2802
H11 0.90631 1.44529 -2.08198  0.2440
H12 0.49676 1.72755 -0.30734  0.1965

## Properties
**LUMO energy**: 1.290 eV
**Gap between HOMO and LUMO**: 11.3 eV
**Structure (SMILES)**: CCCC1CC1
**M**: 84.2 g mol⁻¹

---

It comes down to #2, which is 0.068 eV more stable than the next structure.

---

#1
Below is a 2-piece molecular cluster, C6H12 overall, with properties calculated with the ωB97M-V functional and the def2-TZVPD basis.

Last column: Mulliken charge in e.
Positions of all 18 atoms, in Å:
C1 0.27238 -1.33977 -2.34560  -0.8672
C2 -0.95092 1.01634 -0.69451  -1.1729
C3 0.14055 1.32023 0.16674  0.2111
C4 -0.38002 1.51255 1.63560  -0.7755
C5 0.45183 0.35174 1.34053  0.3657
C6 -0.10768 -1.04961 1.35878  -1.3634
H1 1.25491 -0.92840 -2.09757  0.2427
H2 0.24527 -2.40332 -2.09449  0.2749
H3 0.07970 -1.21016 -3.41332  0.3164
H4 -0.50450 -0.82188 -1.76965  0.0938
H5 -0.82249 1.60921 -1.62390  0.2665
H6 0.97114 1.98268 -0.08981  0.4444
H7 -1.44700 1.36368 1.76383  0.3115
H8 0.03981 2.37981 2.13503  0.2835
H9 1.49747 0.43629 1.63059  0.3572
H10 -0.09618 -1.44282 2.38182  0.3703
H11 0.49016 -1.71778 0.72923  0.2664
H12 -1.13440 -1.05878 0.98672  0.3747

## Properties
**LUMO energy**: 0.272 eV
**Gap between HOMO and LUMO**: 8.5 eV
**M**: 84.2 g mol⁻¹

---

#2
Below is an isolated molecule of C6H12, with properties calculated with the ωB97M-V functional and the def2-TZVPD basis.

Last column: Mulliken charge in e.
Positions of all 18 atoms, in Å:
C1 1.54114 0.08450 -1.32795  -1.3384
C2 0.46449 0.20872 -0.20510  0.8044
C3 -0.97111 -0.21331 -1.03715  -1.5205
C4 0.60551 -0.72536 0.99270  -0.8039
C5 -0.49444 0.04214 1.74136  -0.4141
C6 -0.82558 1.02101 0.61441  -0.6659
H1 1.38371 0.79558 -2.14025  0.3320
H2 2.59196 0.17820 -1.01153  0.3395
H3 1.45998 -0.93536 -1.78539  0.3527
H4 -1.45571 0.60651 -1.61493  0.2545
H5 -1.79005 -0.75021 -0.52307  0.3902
H6 -0.48014 -0.87773 -1.69679  0.5468
H7 0.36459 -1.77005 0.73639  0.2186
H8 1.56692 -0.74924 1.53289  0.3130
H9 -0.12048 0.61385 2.58274  0.2612
H10 -1.32702 -0.59019 2.06277  0.2800
H11 -0.57287 2.05538 0.65783  0.3950
H12 -1.94090 1.00558 0.42107  0.2551

## Properties
**LUMO energy**: 1.081 eV
**Gap between HOMO and LUMO**: 8.9 eV
**Structure (SMILES)**: CC1(C)CCC1
**M**: 84.2 g mol⁻¹

---

#3
Below is an isolated molecule of C6H12, with properties calculated with the ωB97M-V functional and the def2-TZVPD basis.

Last column: Mulliken charge in e.
Positions of all 18 atoms, in Å:
C1 1.74873 1.07591 -0.12112  -1.0224
C2 1.44142 -0.43121 -0.08764  -0.7160
C3 0.07361 -0.94563 -0.54466  0.0239
C4 -0.90965 -1.48863 0.46198  -0.8792
C5 -1.28432 -0.29756 -0.36953  0.3686
C6 -1.56132 1.03770 0.28629  -1.6298
H1 2.26089 1.36318 -1.04362  0.3069
H2 0.85793 1.70219 -0.03849  0.2487
H3 2.40725 1.33809 0.71466  0.2784
H4 1.62276 -0.80278 0.92467  0.3295
H5 2.19369 -0.94044 -0.70123  0.3751
H6 0.12943 -1.53165 -1.46090  0.3477
H7 -0.68130 -1.27806 1.50777  0.2588
H8 -1.38727 -2.45041 0.29719  0.2939
H9 -1.96506 -0.50376 -1.19597  0.3266
H10 -2.58880 1.05308 0.66952  0.3627
H11 -1.46978 1.86546 -0.42671  0.3451
H12 -0.88821 1.23449 1.12777  0.3815

## Properties
**LUMO energy**: 1.223 eV
**Gap between HOMO and LUMO**: 11.1 eV
**Structure (SMILES)**: CC[C@H]1C[C@H]1C
**M**: 84.2 g mol⁻¹

---

It comes down to #3, which is 3.373 eV more stable than the next structure.